#a
Density functional theory data (the ωB97M-V functional and the def2-TZVPD basis) for an isolated molecule of C4H10N2S2.

```
! wB97M-V def2-TZVPD RIJCOSX def2/J DEFGRID3
* xyz 0 1
C -1.3307 0.5104 0.4695
C -0.1902 1.2221 -0.2880
C 0.7921 0.3925 0.5552
C -0.3478 -0.6280 0.8408
H -2.7991 1.0101 -0.8575
H -3.2884 -0.0994 0.2530
H -1.5797 1.0413 1.3721
H -0.1456 0.8470 -1.3109
H -0.2139 3.0303 0.6555
H -0.6079 3.1293 -0.9421
H 1.0528 0.9354 1.4530
H 3.0200 0.8944 0.0283
H -0.3642 -0.9833 1.8654
H -1.4220 -1.5866 -1.0020
N -2.5088 0.1709 -0.3225
N -0.0077 2.6509 -0.2771
S 2.3256 -0.2208 -0.1910
S -0.4241 -2.0888 -0.2329
*
```

Summary:
Molar mass = 150.3 u
LUMO energy = 0.70 eV

#b
Density functional theory data (the ωB97M-V functional and the def2-TZVPD basis) for an isolated molecule of C4H10N2S2.

```
! wB97M-V def2-TZVPD RIJCOSX def2/J DEFGRID3
* xyz 0 1
C 2.8468 0.2944 0.4053
C 1.4802 -0.1287 1.1023
C -0.5503 0.4760 0.0153
C -1.9145 -1.5570 -1.6898
H 3.3381 1.3174 0.5357
H 3.6432 -0.4490 0.6722
H 2.7476 0.1425 -0.6566
H 1.4859 -0.3063 2.3058
H 1.1978 -1.1491 0.8702
H -2.2722 1.1863 -0.8613
H -1.1124 2.7249 1.4391
H -2.6246 -1.0208 -2.4307
H -1.6148 -2.5615 -2.2269
H -2.3800 -1.5090 -0.6413
N 0.2266 0.6885 0.9154
N -1.8920 0.8161 0.0854
S -2.2567 1.8751 1.3553
S -0.3488 -0.8398 -1.1953
*
```

Summary:
Molar mass = 150.3 u
LUMO energy = 0.60 eV

Which of them is most stable, and which least? Most stable: #a; least stable: #b.